No. 1
99
Properties=species:S:1:pos:R:3:forces:R:3 method="wB97M-V/def2-TZVPD" charge=+1 homo_energy_ev=-11.15 molar_mass_g_mol=1021.14 gap_ev=4.55 multiplicity=1 lumo_ev=-6.60
C 3.364 0.924 2.479 0.399 0.541 0.205
C 2.494 -0.064 1.533 1.192 1.291 1.831
P 3.986 -0.442 0.370 1.578 -0.711 -0.937
S 3.990 -1.700 -1.040 -0.317 -0.570 -0.621
C 2.058 -1.300 2.457 -1.422 -0.205 -2.761
Cl 1.554 -2.547 1.149 -0.347 0.521 0.734
P 3.505 -2.379 3.060 5.018 -5.543 -1.223
O 4.201 -3.070 1.929 -1.302 2.468 0.294
O 3.044 -3.749 3.914 -0.815 2.689 0.714
O 4.769 -1.755 3.905 -1.896 0.278 0.468
N 0.888 -1.051 3.422 0.886 -1.888 -4.561
C 0.048 -2.307 3.610 -1.082 -1.481 1.528
C -1.108 -2.778 2.691 -1.270 -0.893 -1.267
C -1.205 -4.373 2.783 0.696 0.356 0.026
N -1.172 -5.196 1.598 -0.601 1.784 1.039
O -1.278 -4.838 3.891 -0.204 -0.095 -0.356
P 1.689 -1.038 5.192 -2.305 2.722 7.872
O 1.640 -2.337 6.189 1.482 0.160 -0.682
O 2.972 -0.074 5.501 0.316 -1.287 -0.919
C 0.091 0.176 3.220 -2.464 2.574 -1.980
C 0.300 1.592 3.820 0.623 2.206 0.344
C 0.892 2.017 5.183 1.543 0.267 1.553
O 1.853 2.737 5.217 -0.364 -0.132 -0.974
O 0.449 1.597 6.455 -0.807 -0.050 -1.546
O -1.330 -0.082 3.529 0.063 -0.408 1.270
C -1.699 0.045 4.804 1.312 -1.300 -2.434
N -1.895 -0.165 5.910 -0.597 0.401 1.183
C -0.078 0.457 1.623 -0.672 -1.828 -0.539
C -1.365 1.281 1.257 -1.660 -0.187 -0.745
C -2.534 0.313 0.716 -0.445 1.501 0.147
C -3.904 1.035 1.074 0.255 -0.333 -0.239
O -3.979 2.344 0.511 0.294 -0.759 0.028
C 1.247 0.704 0.804 1.186 -1.198 1.722
P 1.815 2.539 0.569 0.059 2.579 -0.817
S 0.644 3.880 -0.142 -0.503 -0.053 -0.073
S 0.962 0.256 -0.994 -0.218 5.683 -4.833
O -0.083 1.160 -1.538 -0.724 -2.206 2.686
O 2.084 0.685 -1.850 0.453 -2.409 2.516
C 0.209 -1.322 -1.539 -0.965 -3.970 -2.114
F -0.790 -1.892 -0.774 1.197 1.138 0.112
F 1.073 -2.361 -1.843 -0.437 1.787 1.201
C -0.529 -1.129 -2.975 -0.335 -1.161 -1.057
F -0.663 -2.407 -3.491 0.179 1.416 0.807
F 0.224 -0.465 -3.869 -1.197 -0.209 1.302
F -1.803 -0.690 -2.857 1.718 0.304 -0.091
H 4.038 1.603 1.877 -0.869 -0.698 0.449
H 4.093 0.378 3.124 -0.782 0.055 -0.548
H 2.798 1.598 3.148 0.173 -0.571 -0.321
H 5.067 -0.814 1.249 -0.914 0.767 0.160
H 4.384 0.849 -0.120 -0.605 -0.344 0.750
H 3.787 -4.039 4.482 -0.449 0.044 -0.344
H 4.790 -1.969 4.856 -0.051 0.400 -0.299
H 0.692 -3.216 3.764 0.093 1.272 -0.273
H -0.464 -2.225 4.619 0.769 0.315 -0.894
H -1.116 -2.550 1.604 0.465 0.367 0.884
H -2.113 -2.445 3.081 1.120 -0.212 -0.304
H -0.896 -4.647 0.782 -0.368 -0.256 0.133
H -2.118 -5.571 1.482 0.569 -0.383 -0.149
H 1.058 -2.211 6.974 0.107 -0.024 -0.524
H 3.025 0.326 6.398 0.046 -0.369 -0.159
H 0.857 2.230 3.074 -0.140 -0.941 0.984
H -0.660 2.197 3.787 0.544 -1.400 -0.052
H -0.227 2.215 6.791 0.199 -0.331 -0.080
H -0.371 -0.590 1.300 0.424 1.039 0.254
H -1.864 1.846 2.081 0.985 -0.431 -0.315
H -1.270 2.027 0.437 0.674 -0.565 0.802
H -2.491 -0.705 1.177 -0.090 0.740 -0.497
H -2.485 0.304 -0.406 0.165 -0.466 1.026
H -4.792 0.440 0.731 0.805 0.211 0.451
H -3.937 1.169 2.187 -0.197 -0.147 -0.877
H -4.180 2.303 -0.447 0.082 0.150 0.731
H 3.006 2.511 -0.232 -0.390 -0.737 0.765
H 2.228 3.157 1.799 0.074 -1.313 -0.253
C 1.117 0.870 -6.241 0.130 0.300 0.180
C 1.928 1.057 -7.502 -0.657 -0.142 0.645
C 2.816 -0.109 -7.840 -0.044 -0.407 -0.302
O 3.859 0.516 -8.587 -0.035 0.342 0.170
C 3.941 1.803 -8.147 0.370 0.311 -0.080
O 4.821 2.553 -8.417 -0.187 -0.172 0.059
O 2.879 2.113 -7.349 0.351 -0.217 -0.381
H 0.660 1.815 -5.938 -0.075 -0.066 -0.106
H 0.330 0.129 -6.389 0.049 0.034 -0.085
H 1.748 0.547 -5.412 0.063 -0.009 -0.136
H 1.270 1.316 -8.338 0.096 -0.063 -0.051
H 2.310 -0.866 -8.439 0.170 0.070 -0.116
H 3.261 -0.585 -6.961 -0.139 0.096 0.079
C -4.709 0.227 -4.488 0.336 -0.052 0.196
C -5.519 1.305 -3.806 0.257 -0.849 -0.556
C -5.761 2.523 -4.654 -0.355 0.132 -0.338
O -5.925 3.546 -3.669 0.295 -0.197 0.408
C -5.216 3.159 -2.578 -0.078 0.529 -0.001
O -4.979 3.856 -1.642 0.006 -0.357 -0.256
O -4.805 1.863 -2.696 -0.202 0.523 0.158
H -4.392 -0.527 -3.765 -0.162 -0.030 -0.053
H -5.290 -0.259 -5.273 -0.034 0.044 0.067
H -3.800 0.639 -4.931 -0.088 0.069 0.000
H -6.456 0.887 -3.425 -0.012 0.128 -0.009
H -6.652 2.435 -5.274 -0.028 0.175 0.140
H -4.909 2.789 -5.286 0.034 -0.158 0.056

=====

No. 2
83
Properties=species:S:1:pos:R:3:forces:R:3 method="wB97M-V/def2-TZVPD" charge=+2 homo_energy_ev=-12.96 relative_energy_kj_mol=0.00 molar_mass_g_mol=726.55 gap_ev=2.91 multiplicity=1 lumo_ev=-10.05
Y -3.763 -0.281 3.989 4.197 1.351 -2.731
C -0.903 0.561 0.408 0.440 -0.837 0.901
F -1.900 1.351 0.068 -0.002 0.184 -0.043
F -1.217 -0.709 0.103 -0.496 -0.219 0.155
F 0.202 0.830 -0.249 -0.093 0.600 0.257
S -0.576 0.630 2.296 3.825 1.179 -0.979
O -0.242 1.993 2.605 -0.810 -0.369 -0.220
O -1.875 0.236 2.904 -3.683 -1.301 1.505
O 0.461 -0.341 2.553 -1.482 0.137 -0.276
C 2.372 0.541 -3.937 0.326 -0.001 -0.136
C 0.942 0.156 -3.700 -1.232 -0.075 -0.409
C 1.021 -1.255 -3.085 0.502 0.900 -0.146
O 2.381 -1.361 -2.631 -0.485 -0.776 0.426
C 3.021 -0.093 -2.723 0.598 0.004 0.268
H 2.548 1.609 -4.045 -0.043 -0.013 0.078
H 2.736 0.043 -4.838 0.229 0.043 0.080
H 0.282 0.118 -4.569 0.279 0.227 -0.198
H 0.505 0.907 -3.035 -0.153 -0.310 0.294
H 0.835 -2.069 -3.786 0.118 0.119 -0.226
H 0.238 -1.334 -2.321 0.413 -0.200 0.563
H 4.103 -0.194 -2.824 -0.084 -0.474 -0.224
H 2.917 0.402 -1.748 -0.438 0.568 -0.290
C -2.507 -1.395 -4.468 -0.245 -0.158 -0.015
C -2.551 -0.196 -3.533 0.549 0.280 0.158
C -4.046 0.057 -3.338 1.211 -0.266 -0.956
O -4.636 -0.422 -4.550 -0.143 0.561 0.216
C -3.668 -1.070 -5.396 -0.685 -0.871 0.342
H -2.768 -2.320 -3.947 0.164 0.010 0.156
H -1.550 -1.541 -4.967 -0.034 0.075 -0.053
H -2.066 0.645 -4.035 -0.144 0.101 -0.002
H -2.018 -0.328 -2.589 -0.017 -0.156 0.031
H -4.220 1.126 -3.225 -0.405 -0.036 0.157
H -4.364 -0.518 -2.465 -0.541 0.054 -0.050
H -3.397 -0.519 -6.299 -0.022 0.511 0.287
H -4.202 -1.964 -5.723 0.314 -0.108 -0.229
O -2.777 1.637 4.976 -1.979 -1.911 -0.443
C -2.204 2.372 5.783 1.611 1.215 1.081
O -1.964 1.993 7.018 -0.791 -1.152 -0.730
C -1.195 2.977 7.736 0.734 1.989 0.197
C -0.514 3.743 6.623 0.667 0.787 -0.074
C -1.531 3.701 5.499 0.222 -0.440 -0.250
H -0.437 2.614 8.424 -0.487 -0.978 -0.051
H -1.878 3.623 8.289 -0.194 -0.267 0.007
H 0.446 3.295 6.363 -0.213 -0.302 -0.207
H -0.260 4.778 6.854 -0.185 -0.076 0.370
H -1.061 3.707 4.516 -0.310 -0.103 -0.145
H -2.202 4.557 5.589 -0.353 -0.248 -0.128
O 5.580 -3.829 0.985 0.330 0.196 0.230
C 4.537 -3.261 0.960 -1.121 -0.210 -0.721
O 4.075 -2.443 1.929 0.396 0.270 0.980
C 2.733 -1.995 1.702 0.287 -0.431 -0.243
C 2.159 -2.947 0.656 0.487 0.184 -0.852
C 3.439 -3.358 -0.091 -0.202 -0.365 0.250
H 2.788 -0.981 1.306 -0.137 0.099 0.162
H 2.214 -2.023 2.654 0.077 0.169 0.032
H 1.522 -2.428 -0.063 -0.287 -0.004 0.220
H 1.646 -3.824 1.054 0.020 0.086 0.257
H 3.622 -2.641 -0.892 0.159 -0.179 -0.127
H 3.402 -4.376 -0.471 0.105 0.127 -0.261
O -3.553 -1.738 2.142 -1.090 1.182 1.849
C -3.017 -2.717 1.596 0.258 -1.758 -0.100
O -3.608 -3.344 0.625 -0.247 1.001 -0.072
C -2.833 -4.488 0.206 1.376 -1.652 0.160
C -1.435 -4.245 0.760 -0.274 0.289 0.224
C -1.752 -3.433 2.020 0.227 0.789 -0.478
H -2.788 -4.692 -0.861 -0.645 0.814 -0.145
H -3.228 -5.397 0.664 -0.521 0.297 0.132
H -0.861 -3.629 0.069 0.153 -0.089 0.052
H -0.919 -5.180 0.960 0.090 0.073 -0.037
H -0.978 -2.705 2.271 0.010 -0.066 0.170
H -1.988 -4.047 2.894 -0.020 -0.044 0.007
O 4.997 2.917 -2.269 -0.215 -0.181 0.440
C 3.988 3.352 -1.793 0.184 0.337 -1.573
O 3.619 3.195 -0.526 0.299 -0.328 1.584
C 2.497 4.003 -0.179 -0.992 0.241 -1.296
C 1.759 4.175 -1.541 0.232 -0.152 0.250
C 2.924 4.151 -2.515 -0.195 0.105 -0.230
H 2.807 4.969 0.218 0.202 -0.119 0.194
H 1.865 3.458 0.518 0.268 0.037 0.276
H 1.146 5.063 -1.676 -0.005 0.038 0.411
H 1.126 3.296 -1.675 -0.034 0.023 -0.154
H 3.310 5.150 -2.725 0.058 0.001 0.082
H 2.686 3.702 -3.477 0.123 -0.028 0.013

=====

No. 3
75
Properties=species:S:1:pos:R:3:forces:R:3 method="wB97M-V/def2-TZVPD" charge=0 homo_energy_ev="-5.77 / -7.24" s2=2.015 molar_mass_g_mol=667.22 gap_ev="6.01 / 6.13" multiplicity=3 lumo_ev="0.24 / -1.11"
Pd -0.282 1.655 0.783 1.904 -1.817 -0.386
O 1.799 1.808 0.792 2.099 -0.637 1.148
C 2.618 1.410 1.760 -2.121 0.081 -1.214
C 4.000 1.438 1.530 1.415 0.374 1.748
C 4.889 1.299 2.614 -1.005 -0.263 -0.497
C 4.411 0.871 3.870 0.115 -0.070 0.110
C 3.061 0.638 4.073 0.508 -0.060 -0.568
C 2.138 0.951 3.039 1.271 0.143 0.156
C 0.779 0.903 3.420 -1.441 -0.054 -0.963
N -0.262 0.950 2.645 0.348 -0.903 3.389
C -1.567 0.789 3.354 0.283 1.106 -0.734
C -2.630 1.636 2.605 -1.097 0.242 -0.207
N -2.182 2.029 1.240 -3.458 1.307 0.232
C -2.916 2.898 0.571 0.365 -1.691 0.834
C -2.486 3.583 -0.596 -0.179 1.238 -0.328
C -3.331 4.637 -1.108 0.831 -0.894 -1.060
C -2.827 5.445 -2.122 -0.823 0.623 0.700
C -1.470 5.385 -2.516 0.088 0.579 -0.197
C -0.630 4.445 -1.973 -1.029 0.574 -0.723
C -1.163 3.443 -1.144 0.475 -1.715 -0.527
O -0.450 2.337 -1.067 -0.838 2.001 -1.179
H 4.358 1.734 0.566 0.044 0.152 -0.416
H 5.962 1.488 2.523 -0.392 -0.132 -0.260
H 5.139 0.723 4.664 -0.220 -0.127 -0.038
H 2.712 0.120 4.983 0.123 0.701 -0.368
H 0.588 0.844 4.479 0.042 -0.290 0.593
H -1.467 1.181 4.388 -0.152 -0.482 -0.460
H -1.853 -0.265 3.362 0.116 0.042 0.029
H -2.876 2.550 3.184 0.402 -0.336 -0.237
H -3.611 1.102 2.550 0.748 0.090 -0.066
H -3.943 3.125 0.908 0.439 0.110 0.191
H -4.415 4.652 -0.870 0.939 0.200 0.192
H -3.481 6.235 -2.506 0.313 -0.373 -0.104
H -1.074 6.094 -3.281 -0.464 -0.607 0.741
H 0.367 4.334 -2.340 0.499 -0.127 0.039
C -1.870 -2.983 1.472 0.078 -1.333 0.962
Si -0.069 -3.090 0.907 -0.163 0.913 -1.643
C 1.277 -2.736 2.125 -0.160 -0.215 0.640
C 0.328 -4.688 -0.077 -0.344 0.318 1.716
As -0.047 -1.070 -0.437 0.174 -0.177 -0.327
Si 2.055 -1.293 -1.623 -1.518 0.973 -0.087
C 1.797 -2.399 -3.127 0.696 -0.782 -0.262
C 2.413 0.452 -2.229 0.496 0.007 -0.465
C 3.325 -2.003 -0.509 1.125 -0.744 0.249
Si -1.731 -1.378 -2.136 -0.048 -0.037 1.497
C -1.849 -3.103 -2.888 0.198 0.634 -0.863
C -3.409 -1.075 -1.246 -0.426 0.292 -0.031
C -1.463 -0.160 -3.503 0.186 1.306 -0.275
H -1.996 -3.468 2.480 -0.120 0.109 -0.959
H -2.545 -3.452 0.720 0.413 0.247 0.614
H -2.168 -1.955 1.620 -0.009 0.395 -0.178
H 0.916 -3.013 3.125 0.350 -0.026 -0.007
H 1.546 -1.682 2.142 -0.028 0.074 0.020
H 2.169 -3.312 1.867 -0.112 0.001 0.230
H 0.241 -5.530 0.671 0.586 0.614 -0.880
H 1.274 -4.629 -0.633 -0.249 -0.274 0.390
H -0.492 -4.814 -0.747 -0.518 -0.223 -0.803
H 1.555 -1.744 -3.977 -0.153 -0.364 0.146
H 1.055 -3.218 -3.030 0.360 0.682 0.019
H 2.762 -2.910 -3.381 -0.604 0.446 0.138
H 2.112 0.482 -3.302 0.189 0.199 0.653
H 3.513 0.615 -2.184 -0.572 0.070 -0.099
H 1.910 1.266 -1.674 0.222 -0.541 -0.195
H 2.996 -3.011 -0.175 0.312 0.591 -0.084
H 3.610 -1.387 0.361 -0.308 -0.231 -0.302
H 4.255 -2.153 -1.114 -0.587 0.069 0.409
H -2.172 -3.873 -2.227 -0.413 -0.467 0.716
H -0.969 -3.503 -3.410 -0.221 0.434 0.072
H -2.644 -2.941 -3.636 0.142 -0.345 0.032
H -3.773 -1.913 -0.629 0.239 -0.093 -0.568
H -4.154 -0.884 -2.058 0.313 -0.154 0.633
H -3.484 -0.234 -0.519 0.492 -0.151 -0.786
H -0.441 -0.250 -3.916 -0.459 -0.171 0.000
H -1.529 0.924 -3.187 -0.118 -1.196 -0.110
H -2.210 -0.351 -4.298 0.408 0.160 0.214

=====

Question: Look up the multiplicity of the second one.
Answer: 1

=====

Question: Which of these has the highest multiplicity?
Answer: C25H41AsN2O2PdSi3

=====

Question: What is the multiplicity in the first record?
Answer: 1